No. 1
Here is a structure of composition C10H37N12NiO12 from the OMol25 dataset. Energies are from wB97M-V/def2-TZVPD.

```
! RIJCOSX wB97M-V def2-TZVPD def2/J DEFGRID3
* xyz 2 4
Ni 1.3118 -2.0612 1.4597
O -0.3684 0.9394 -0.9342
C -0.2204 0.2500 0.1844
O -1.0320 0.4232 1.0967
O 0.7783 -0.4726 0.2899
H -1.0578 1.5334 -0.6285
C 2.9745 2.1595 -0.2090
O 2.6816 1.2026 -1.2837
H 3.4723 1.6863 0.6374
H 3.6138 2.9910 -0.5057
H 2.0145 2.5494 0.1292
H 1.8642 0.8273 -0.9482
C 0.4343 3.1743 -3.0895
O 0.1426 4.5539 -3.3909
H 0.6821 3.0160 -2.0399
H -0.3432 2.4795 -3.4074
H 1.2621 2.8319 -3.7104
H -0.5215 4.8508 -2.7644
C -1.4333 -2.1649 -2.1883
O -0.8967 -1.0259 -2.7864
H -0.7236 -2.4750 -1.4213
H -2.4576 -2.0425 -1.8365
H -1.4764 -3.0606 -2.8080
H -0.9559 -0.3085 -2.1512
C -4.4378 1.8767 -0.6391
O -3.6436 2.7742 -0.9771
N -5.7669 1.9470 -0.6782
N -4.0444 0.7443 -0.1535
H -6.2338 2.8202 -0.8772
H -6.3361 1.1438 -0.4525
H -3.0618 0.6165 0.0420
H -4.7267 -0.0004 -0.1612
C -0.9431 4.9529 -0.2608
O -1.2155 5.4344 -1.3114
N -1.5518 3.9339 0.2941
N 0.0402 5.3783 0.4272
H -1.2229 3.7648 1.2340
H -2.2751 3.4359 -0.2047
H 0.6947 6.0980 0.1553
H 0.0996 5.0632 1.3849
C 4.3361 -1.4992 0.7451
O 3.2603 -1.4324 1.2827
N 5.4841 -1.7730 1.2451
N 4.6086 -1.1870 -0.5585
H 6.3232 -1.8237 0.6853
H 5.5143 -1.9678 2.2357
H 5.5846 -1.1264 -0.8112
H 3.9242 -0.6899 -1.1105
C 0.3837 -0.5565 4.0951
O 1.0054 -1.2015 3.2752
N -0.6812 0.1581 3.9301
N 0.3766 -0.9127 5.3431
H -1.1723 0.5982 4.6951
H -0.9056 0.3979 2.9750
H 0.9635 -1.6836 5.6283
H -0.2531 -0.4221 5.9619
C -1.7265 -2.9592 1.4438
O -0.5039 -2.8136 1.4959
N -2.6603 -2.0484 1.2707
N -2.2564 -4.1277 1.3082
H -2.3230 -1.0968 1.2411
H -3.6308 -2.2883 1.1272
H -1.9576 -4.9890 1.7429
H -3.2470 -4.1621 1.1142
C 1.6789 -3.7899 -1.4442
O 1.6056 -3.2416 -0.3164
N 1.5161 -3.2292 -2.6123
N 2.1285 -4.9749 -1.7143
H 1.8414 -3.7285 -3.4277
H 1.2750 -2.2543 -2.7196
H 1.9583 -5.3750 -2.6259
H 2.4291 -5.6406 -1.0167
*
```

Results
DFT total energy, eV: -94453.102
⟨S²⟩: 3.7581



No. 2
Here is a structure of composition C10H38B2In2O9 from the OMol25 dataset. Energies are from wB97M-V/def2-TZVPD.

```
! RIJCOSX wB97M-V def2-TZVPD def2/J DEFGRID3
* xyz 4 1
In -1.4860 -0.7825 3.2216
In -0.7087 -3.0351 -0.9889
B -1.2356 -2.9514 2.0962
H -1.9304 -3.9080 2.0260
H -1.7805 -2.0467 1.5381
H -1.1218 -2.6648 3.2889
H -0.1317 -3.0521 1.6408
B -0.4408 -0.4710 0.2222
H -0.1856 -1.3822 0.9293
H 0.2165 -0.5132 -0.7678
H -1.5913 -0.8108 -0.0358
H -0.4427 0.5978 0.7333
C -1.3576 1.1544 -4.1572
C -1.7285 1.0000 -2.6906
O -1.9823 -0.4088 -2.4775
H -2.1045 0.8697 -4.8961
H -0.4139 0.6565 -4.3808
H -1.1904 2.2284 -4.3113
H -2.7119 1.4524 -2.5057
H -1.0288 1.4141 -1.9718
H -2.8553 -0.5868 -2.8630
C -4.5267 0.0437 0.8671
C -3.8954 1.4432 0.9337
O -3.2602 1.5418 2.1889
O -3.5701 -0.9441 1.3441
H -4.8103 -0.2079 -0.1553
H -5.3521 0.0121 1.5783
H -4.7305 2.1338 0.8164
H -3.1467 1.5287 0.1412
H -3.5091 2.4309 2.4780
H -4.0497 -1.7245 1.6591
C 0.7036 2.3514 2.8953
C 1.6911 1.2543 3.2438
O 1.2815 0.1202 2.5137
O -0.5722 1.8929 3.3994
H 0.5945 2.4957 1.8184
H 0.9664 3.2562 3.4477
H 1.5343 0.9799 4.2866
H 2.7440 1.5297 3.1488
H 1.4301 0.1603 1.5543
H -1.1562 2.6491 3.5383
C 3.1811 -2.5218 -0.4440
C 2.6765 -2.2664 -1.8306
O 1.9807 -3.4204 -2.3408
O 2.0091 -2.6425 0.3946
H 3.7697 -1.6943 -0.0283
H 3.8456 -3.3829 -0.3462
H 3.5594 -2.1725 -2.4767
H 2.0571 -1.3920 -2.0243
H 2.6425 -4.1309 -2.3595
H 2.2537 -2.9610 1.2728
C 2.4724 2.0164 -0.8047
C 3.5245 2.0380 -1.9545
O 3.3545 0.8969 -2.7515
O 2.7211 0.8522 -0.0549
H 1.4587 1.8927 -1.2194
H 2.4437 2.8939 -0.1640
H 4.5047 2.2524 -1.5162
H 3.1778 2.9066 -2.5287
H 3.7434 1.0688 -3.6222
H 2.4692 0.0594 -0.5485
*
```

Results
Relative energy (zero: lowest compared OMol25 entry of this formula, charge and spin), kJ/mol: 0.00



No. 3
Here is a cluster of 9 separate species, C10H38N16O10 in total from the OMol25 dataset. Energies are from wB97M-V/def2-TZVPD.

```
! RIJCOSX wB97M-V def2-TZVPD def2/J DEFGRID3
* xyz 0 1
N -0.3595 -6.8470 0.9835
C 0.0712 -6.1293 -0.0950
N 1.0300 -5.1939 0.1715
O -0.4156 -6.2633 -1.2136
H -0.9797 -7.6285 0.8963
H 0.0783 -6.7148 1.8787
H 1.1546 -4.9516 1.1405
H 1.3188 -4.5279 -0.5373
N 2.4124 -1.0741 -2.5659
C 2.6518 -2.3438 -2.1308
N 3.8786 -2.8629 -2.4855
O 1.9085 -2.9408 -1.3550
H 2.8451 -0.8497 -3.4482
H 1.4984 -0.6800 -2.3551
H 3.8941 -3.8579 -2.6142
H 4.5679 -2.2334 -2.8522
N -1.1572 -4.3890 2.5065
C -0.8768 -3.7315 3.6732
N -0.3972 -2.4615 3.4754
O -0.9266 -4.2827 4.7637
H -1.4143 -5.3585 2.5203
H -0.9934 -3.9888 1.5967
H -0.0051 -2.0284 4.2888
H -0.1982 -2.2060 2.5131
N -0.0946 2.4300 -3.0027
C -1.2681 3.1141 -2.8738
N -2.3429 2.2549 -2.6668
O -1.3818 4.3305 -2.8344
H 0.7142 2.9830 -3.2415
H -0.0266 1.4675 -2.7100
H -2.2473 1.3731 -3.1393
H -3.2515 2.6536 -2.5305
N -2.2539 5.7038 1.6981
C -2.4943 4.7438 0.7274
N -3.0165 5.2533 -0.4108
O -2.2889 3.5600 0.9664
H -1.8920 5.4046 2.5813
H -2.0695 6.6527 1.4265
H -3.2232 6.2332 -0.4244
H -3.0775 4.7073 -1.2498
N 3.1089 3.7273 -0.6166
C 3.0434 2.7454 -1.5580
N 3.1619 1.4637 -1.0771
O 2.8749 2.9814 -2.7516
H 2.9922 4.6522 -0.9872
H 3.1874 3.5140 0.3575
H 2.9425 0.7169 -1.7203
H 2.9598 1.3360 -0.1013
N 1.3719 5.5670 3.6689
C 1.0589 4.9970 2.4619
N 0.4161 3.7776 2.5353
O 1.4030 5.4489 1.3822
H 1.0552 5.1450 4.5198
H 2.0100 6.3392 3.6505
H 0.3378 3.3155 1.6492
H -0.1494 3.5772 3.3377
N -3.3764 -2.3545 -0.1552
C -2.5189 -2.6806 -1.1647
N -2.2097 -3.9915 -1.2989
O -2.1153 -1.8200 -1.9436
H -3.4945 -1.4008 0.1282
H -3.8366 -3.0749 0.3710
H -2.4809 -4.7052 -0.6495
H -1.8828 -4.2880 -2.2021
O -0.0277 -0.0114 -1.4464
C -0.3539 0.2812 -0.0926
C 0.4587 -0.5863 0.8419
O 0.2812 -1.9953 0.7243
H -0.6874 -0.5792 -1.8790
H -0.2498 1.3459 0.1132
H -1.4163 0.0462 0.0232
H 0.2381 -0.3114 1.8837
H 1.5084 -0.2652 0.7841
H 1.0172 -2.2331 0.1402
*
```

Results
Structure (SMILES): NC(N)=O.NC(N)=O.NC(N)=O.NC(N)=O.NC(N)=O.NC(N)=O.NC(N)=O.NC(N)=O.OCCO
Relative energy (zero: lowest compared OMol25 entry of this formula, charge and spin), kJ/mol: 49.53



No. 4
Here is a cluster of 9 separate species, C10H38N16O10 in total from the OMol25 dataset. Energies are from wB97M-V/def2-TZVPD.

```
! RIJCOSX wB97M-V def2-TZVPD def2/J DEFGRID3
* xyz 1 2
C -1.4550 0.2265 -4.8550
C -2.6476 -0.0155 -3.9340
O -3.0746 -1.3566 -4.1723
O -1.9474 0.0200 -6.2141
H -0.6619 -0.4933 -4.6523
H -1.1083 1.2553 -4.7581
H -3.5038 0.5891 -4.2331
H -2.4568 0.1125 -2.8685
H -3.7214 -1.5755 -3.4975
H -2.3460 -0.8516 -6.2698
C -0.8523 -1.9931 4.4500
O -1.6954 -1.5766 3.7100
N 0.4742 -1.8147 4.2947
N -0.9708 -2.5882 5.5432
H 0.8265 -1.4221 3.4334
H 1.0148 -2.2945 5.0002
H -1.8859 -2.9874 5.6959
H -0.2247 -2.7947 6.1918
C -0.1233 -0.4830 0.7375
O 0.5048 -1.4004 1.2281
N -1.1254 0.0500 1.3504
N 0.2408 0.2153 -0.3295
H -1.7653 0.7290 0.9634
H -1.4780 -0.3506 2.2079
H -0.3824 0.8141 -0.8521
H 1.0708 -0.2021 -0.7258
C -0.3215 5.2436 1.0248
O -0.6122 6.3689 0.9548
N -1.2476 4.3821 1.1638
N 0.8404 4.8122 0.7332
H -1.0683 3.4427 0.8390
H -2.1287 4.7492 1.4939
H 1.5102 5.5652 0.6658
H 1.0680 3.8286 0.7032
C -1.2125 3.5153 -1.9679
O -1.0457 2.2980 -2.0369
N -0.1066 4.2878 -2.0696
N -2.2883 4.1692 -2.0354
H -0.2901 5.2600 -2.2731
H 0.8110 3.8776 -1.9708
H -3.0719 3.5325 -2.0090
H -2.3412 4.9728 -1.4259
C 3.5287 -0.6897 -1.5092
O 2.4118 -1.0082 -1.7420
N 3.7831 0.5398 -1.3556
N 4.6724 -1.3809 -1.4100
H 4.7284 0.6902 -1.6781
H 3.0204 1.0875 -1.7276
H 5.5639 -1.0323 -1.0880
H 4.5637 -2.3839 -1.3624
C 3.3731 -3.6031 2.3834
O 2.9298 -4.6225 1.9747
N 2.9191 -2.4820 2.0186
N 4.3488 -3.5644 3.3082
H 2.1345 -2.4596 1.3830
H 3.2166 -1.7133 2.6024
H 5.1298 -2.9338 3.1966
H 4.5544 -4.3920 3.8494
C 0.7798 -4.1715 -2.4072
O 0.2450 -5.1530 -2.9357
N 1.6951 -3.4458 -3.0584
N 0.7743 -3.8232 -1.1479
H 2.0458 -3.5222 -4.0025
H 2.2300 -2.8060 -2.4886
H 0.9978 -2.9317 -0.7292
H 0.6113 -4.6797 -0.6380
C -4.0625 1.3307 2.0125
O -4.8816 1.3745 1.1102
N -3.6832 0.2826 2.6279
N -3.3376 2.3258 2.5172
H -2.8728 0.2234 3.2278
H -4.2624 -0.4915 2.3357
H -3.4286 3.2367 2.0906
H -2.9295 2.0818 3.4083
*
```

Results
DFT total energy, eV: -55296.941
⟨S²⟩: 0.7608



no.,strongest force on any atom (eV Å⁻¹)
1,6.2
2,3.0
3,1.7
4,8.5